# 1
Here is the molecule C7H10 from the Open Molecules 2025 dataset. Energies are from ωB97M-V/def2-TZVPD.

The energy above the lowest of the compared OMol25 structures with the same formula, charge and spin is 168.3 kcal/mol. The LUMO energy (alpha / beta) is 0.084 / -0.201 eV. The highest occupied orbital energy (alpha / beta) comes out at -7.38 / -7.66 eV. As for the strongest force on any atom: 0.0751 Eh/bohr. The calculated total energy comes out at -272.44981 Eh. The value obtained for the molar mass is 94.16 g mol⁻¹. The calculation puts the frontier orbital gap (alpha / beta) at 0.274 / 0.274 hartree.

ORCA input file:
```
! wB97M-V def2-TZVPD RIJCOSX def2/J DEFGRID3
* xyz 0 1
C 0.7937 -0.5472 0.3357
C -1.2406 -0.5035 -0.4406
C 0.6263 0.7842 -0.1635
C 1.4316 1.8794 -0.0152
C -0.6831 0.7453 -0.9186
C 1.8719 -1.5549 0.0330
C -2.4180 -0.6703 0.4989
H 1.2541 2.8789 -0.4541
H 2.3379 1.8602 0.6222
H -0.5365 0.6968 -2.0892
H -1.2242 1.6683 -0.9476
H 2.9224 -1.2452 -0.1306
H 1.4316 -1.9331 -0.9437
H 1.8320 -2.3114 0.7291
H -2.9697 0.3063 0.6917
H -2.0928 -1.0547 1.4415
H -3.1614 -1.3424 0.1176
*
```

# 2
Here is a cluster of 3 separate species, C7H10 in total from the Open Molecules 2025 dataset. Energies are from ωB97M-V/def2-TZVPD.

The energy above the lowest of the compared OMol25 structures with the same formula, charge and spin is 151.0 kcal/mol. The LUMO energy is 1.249 eV. The highest occupied orbital energy comes out at -8.98 eV. As for the strongest force on any atom: 0.0831 Eh/bohr. The calculated total energy comes out at -272.47741 Eh. The value obtained for the molar mass is 94.16 g mol⁻¹. The calculation puts the frontier orbital gap at 0.376 hartree.

ORCA input file:
```
! wB97M-V def2-TZVPD RIJCOSX def2/J DEFGRID3
* xyz 0 1
C 1.2025 1.2751 -1.1953
C 0.8026 -0.0143 -1.8321
C -0.0094 0.4399 -0.9279
C -1.3072 0.3866 -0.2000
C -1.0641 0.1812 1.2914
C 0.0372 -0.6976 1.7856
C 0.2562 0.5775 1.8636
H 1.0791 2.2097 -1.7502
H 2.0243 1.2893 -0.4755
H 0.9806 -0.7151 -2.6390
H 0.3734 -3.3289 -0.7428
H -1.8471 1.3311 -0.3535
H -1.9389 -0.4141 -0.6031
H -1.9601 0.2547 1.9150
H 0.0642 -2.4797 -0.4061
H 0.4294 -1.6752 2.0303
H 0.8774 1.3799 2.2396
*
```

# 3
Here is a structure of composition C7H10 from the Open Molecules 2025 dataset. Energies are from ωB97M-V/def2-TZVPD.

The energy above the lowest of the compared OMol25 structures with the same formula, charge and spin is 191.9 kcal/mol. The LUMO energy is 0.506 eV. The highest occupied orbital energy comes out at -7.89 eV. As for the strongest force on any atom: 0.0629 Eh/bohr. The calculated total energy comes out at -272.41220 Eh. The value obtained for the molar mass is 94.16 g mol⁻¹. The calculation puts the frontier orbital gap at 0.309 hartree.

ORCA input file:
```
! wB97M-V def2-TZVPD RIJCOSX def2/J DEFGRID3
* xyz 0 1
C 1.4631 0.1438 -0.6446
C -0.6708 1.7734 0.5695
C 2.2858 -0.5465 0.4125
C -0.3806 0.4877 -0.0371
C -0.4225 -0.6280 -0.5595
C -2.6163 -0.7589 0.0211
C -3.4626 -1.6070 -0.2374
H -0.4014 -1.6221 -0.9473
H 1.6444 1.2155 -0.7106
H 1.5833 -0.2547 -1.6505
H -1.7056 1.7064 0.9126
H -0.5815 2.5838 -0.1566
H -0.0039 1.9633 1.4133
H 3.3530 -0.3814 0.2308
H 2.0615 -0.1617 1.4093
H 2.1091 -1.6233 0.4202
H -4.2550 -2.2906 -0.4458
*
```

# 4
Here is the molecule C7H10 from the Open Molecules 2025 dataset. Energies are from ωB97M-V/def2-TZVPD.

The energy above the lowest of the compared OMol25 structures with the same formula, charge and spin is 55.4 kcal/mol. The LUMO energy is 1.186 eV. Its SMILES is C1[C@@H]2CC3(CC3)[C@H]12. The highest occupied orbital energy comes out at -9.32 eV. As for the strongest force on any atom: 0.0063 Eh/bohr. The calculated total energy comes out at -272.62965 Eh. The value obtained for the molar mass is 94.16 g mol⁻¹. The calculation puts the frontier orbital gap at 0.386 hartree.

ORCA input file:
```
! wB97M-V def2-TZVPD RIJCOSX def2/J DEFGRID3
* xyz 0 1
C 1.4312 0.6585 -1.1896
C 0.0168 0.7523 -1.7037
C 0.2900 0.2549 -0.3153
C 0.0312 0.8232 1.0998
C -0.3015 -0.5987 1.5608
C -1.4288 -1.1383 0.7373
C -0.0385 -1.1389 0.1679
H 1.9159 1.5993 -0.9351
H 2.1003 -0.0945 -1.5977
H -0.4096 1.7335 -1.8927
H -0.2960 -0.0125 -2.4126
H 0.9556 1.2035 1.5469
H -0.7655 1.5648 1.2314
H -0.0179 -1.0372 2.5127
H -2.1758 -0.4491 0.3427
H -1.8207 -2.1062 1.0381
H 0.4639 -2.0540 -0.1329
*
```

# 5
Here is the molecule C7H10 from the Open Molecules 2025 dataset. Energies are from ωB97M-V/def2-TZVPD.

The energy above the lowest of the compared OMol25 structures with the same formula, charge and spin is 68.4 kcal/mol. The LUMO energy is 1.152 eV. Its SMILES is C#CC1(CC)CC1. The highest occupied orbital energy comes out at -9.59 eV. As for the strongest force on any atom: 0.0267 Eh/bohr. The calculated total energy comes out at -272.60893 Eh. The value obtained for the molar mass is 94.16 g mol⁻¹. The calculation puts the frontier orbital gap at 0.395 hartree.

ORCA input file:
```
! wB97M-V def2-TZVPD RIJCOSX def2/J DEFGRID3
* xyz 0 1
C 1.9406 0.2234 -0.2070
C 0.9430 -0.4646 0.7562
C -0.4294 -0.1431 0.1930
C -0.7551 -0.6418 -1.1859
C -1.5375 -1.1358 0.0953
C -0.8894 1.2236 0.4247
C -1.2224 2.3614 0.6451
H 2.5314 -0.4432 -0.8399
H 2.6428 0.9307 0.2325
H 1.2898 0.7545 -0.8815
H 1.0813 -1.5529 0.7768
H 0.9843 -0.0888 1.7856
H -1.1608 0.0349 -1.9467
H -0.1207 -1.4268 -1.6313
H -1.3089 -2.1783 0.3172
H -2.5334 -0.8525 0.4854
H -1.5043 3.3695 0.8552
*
```

# 6
Here is the molecule C7H10 from the Open Molecules 2025 dataset. Energies are from ωB97M-V/def2-TZVPD.

The energy above the lowest of the compared OMol25 structures with the same formula, charge and spin is 58.7 kcal/mol. The LUMO energy is 1.132 eV. Its SMILES is C#CC[C@@H]1C[C@@H]1C. The highest occupied orbital energy comes out at -9.81 eV. As for the strongest force on any atom: 0.0103 Eh/bohr. The calculated total energy comes out at -272.62440 Eh. The value obtained for the molar mass is 94.16 g mol⁻¹. The calculation puts the frontier orbital gap at 0.402 hartree.

ORCA input file:
```
! wB97M-V def2-TZVPD RIJCOSX def2/J DEFGRID3
* xyz 0 1
C 1.5273 0.6118 0.5231
C 0.1552 1.1524 0.1801
C -0.1765 1.3382 -1.2788
C -0.9226 0.3240 -0.4593
C -0.7815 -1.1831 -0.5990
C -0.6652 -1.7612 0.7467
C -0.5547 -2.1040 1.8961
H 2.2404 1.4436 0.5418
H 1.5583 0.1099 1.4953
H 1.8801 -0.1010 -0.2309
H -0.2167 1.8846 0.8934
H -0.7036 2.2216 -1.6281
H 0.5796 0.9729 -1.9720
H -1.9308 0.6240 -0.1810
H 0.0938 -1.4518 -1.2020
H -1.6543 -1.6013 -1.1156
H -0.4538 -2.3969 2.9173
*
```

# 7
Here is a structure of composition C7H10 from the Open Molecules 2025 dataset. Energies are from ωB97M-V/def2-TZVPD.

The energy above the lowest of the compared OMol25 structures with the same formula, charge and spin is 119.3 kcal/mol. The LUMO energy is 1.082 eV. The highest occupied orbital energy comes out at -8.82 eV. As for the strongest force on any atom: 0.1132 Eh/bohr. The calculated total energy comes out at -272.52788 Eh. The value obtained for the molar mass is 94.16 g mol⁻¹. The calculation puts the frontier orbital gap at 0.364 hartree.

ORCA input file:
```
! wB97M-V def2-TZVPD RIJCOSX def2/J DEFGRID3
* xyz 0 1
C -1.5294 1.3751 0.9048
C -0.2923 0.5055 0.1458
C 0.7451 -0.1914 1.0578
C 1.2879 -0.6493 -0.2929
C 0.8280 0.9248 -0.7381
C 0.1386 -1.4822 -0.7651
C -1.0726 -0.8498 -0.5916
H -1.9753 0.7452 1.6197
H -2.1160 1.5854 -0.0079
H -1.2897 2.4516 1.2726
H 0.2332 -0.7946 1.9048
H 1.4259 0.5016 1.4483
H 2.2697 -1.0110 -0.4130
H 1.7310 1.6611 -0.6931
H 0.7779 0.9845 -1.7314
H 0.3759 -2.6989 -0.9223
H -2.0649 -1.2206 -0.8020
*
```

# 8
Here is a cluster of 2 separate species, C7H10 in total from the Open Molecules 2025 dataset. Energies are from ωB97M-V/def2-TZVPD.

The energy above the lowest of the compared OMol25 structures with the same formula, charge and spin is 137.7 kcal/mol. The LUMO energy is 1.101 eV. Its SMILES is C1=C2[C@H]3C[C@H]3[C@H]2C1.[H][H]. The highest occupied orbital energy comes out at -8.47 eV. As for the strongest force on any atom: 0.0162 Eh/bohr. The calculated total energy comes out at -272.49849 Eh. The value obtained for the molar mass is 94.16 g mol⁻¹. The calculation puts the frontier orbital gap at 0.352 hartree.

ORCA input file:
```
! wB97M-V def2-TZVPD RIJCOSX def2/J DEFGRID3
* xyz 0 1
C -0.9744 1.3136 0.5694
C -1.0910 -0.1682 0.8443
C -1.4397 0.4213 -0.5354
C -0.2743 -0.3544 -1.1787
C 1.2182 0.1027 -1.3407
C 1.4575 -0.6071 -0.0273
C 0.1286 -0.7914 0.1763
H -1.7513 1.9344 1.0086
H 0.0030 1.7929 0.5321
H -1.7359 -0.5405 1.6349
H -2.4264 0.5177 -0.9735
H -0.5725 -1.1400 -1.8770
H 1.2699 1.1940 -1.2165
H 1.7967 -0.1943 -2.2157
H 2.3683 -0.8991 0.4838
H 1.2228 -1.0115 2.1736
H 0.7389 -1.5427 1.9484
*
```